Record 1
DFT (the ωB97M-V functional and the def2-TZVPD basis) results for a structure of composition C51H30N9O2PPbS2Se2.

```
98
Properties=species:S:1:pos:R:3:forces:R:3:mulliken_charge:R:1
Pb 0.863613 0.008259 -0.614944 0.4514 0.3813 1.0052 1.135
C 3.601548 0.917568 -6.258522 -0.0196 0.1342 -1.0261 -0.536
C 4.380983 1.779066 -5.544390 0.8792 1.8434 2.2502 -0.445
C 3.935556 2.476150 -4.357040 0.4903 -0.7904 -2.3267 -0.645
C 2.644956 2.266600 -4.035072 -1.2960 -2.1164 0.3903 0.277
C 2.030696 2.454396 -2.714288 -0.7687 0.5146 0.2016 0.527
N 2.627920 3.202519 -1.807018 -0.1076 -0.3255 0.7696 -0.483
C 2.249501 3.190928 -0.524947 0.4566 1.0332 -0.1963 -0.215
C 2.818092 4.201358 0.419847 -0.4358 -0.1476 0.3410 0.388
C 3.677136 5.262231 0.281679 -0.0075 -0.5450 -0.7411 0.042
C 3.975341 6.041609 1.395907 -0.0568 0.1242 -1.5115 -0.730
C 3.458850 5.795804 2.649714 -0.3605 -0.3904 0.4401 -0.666
C 2.555517 4.742865 2.775719 -0.4781 -1.4480 0.2912 -0.246
C 2.215338 3.972241 1.639925 0.2529 0.2841 1.1283 0.070
C 1.200570 2.896534 1.370442 -0.0643 1.1212 1.6898 -0.089
N 0.189009 2.704341 2.166252 1.3570 0.7538 -0.3642 -0.552
C -0.852675 1.966864 1.763752 -0.5857 0.1283 0.5125 -0.744
N -0.900929 0.988864 0.917457 0.3773 0.1217 0.0041 0.787
C -2.179532 0.341869 1.062953 0.0613 -0.5286 -0.4537 1.176
N -2.958968 0.172595 -0.080100 -0.5105 -0.8351 -1.3259 -0.052
C -2.536563 0.075250 -1.278358 -1.2640 -0.2991 0.6078 -0.643
N -1.227634 0.134594 -1.775115 -0.6109 0.7855 0.7079 0.220
C -1.288975 0.134858 -3.064088 -0.0708 -0.4792 -1.1436 -0.056
N -0.288688 0.260415 -3.957409 0.4116 -0.0400 -0.6634 -0.582
C 0.710916 1.065859 -3.750861 -0.8901 -0.1590 -0.2736 0.462
N 0.853469 1.799541 -2.612145 0.9912 0.0753 0.3592 -0.634
C 1.812144 1.301787 -4.706904 1.7820 0.9502 -0.4672 -0.076
C 2.274050 0.705303 -5.892091 -0.8456 0.1257 1.7830 -0.256
C -2.640474 -0.153363 -3.560590 -1.8438 0.2864 1.5179 -0.109
C -3.150180 -0.349682 -4.818023 -1.0925 -0.0971 -0.1408 0.182
C -4.549109 -0.613827 -4.918645 1.4100 0.7856 -0.3233 -0.927
C -5.365065 -0.638372 -3.804731 -0.9987 -0.4046 0.6836 -0.672
C -4.890634 -0.394765 -2.530810 2.1060 0.7861 2.4206 -0.058
C -3.505574 -0.138994 -2.405201 0.8494 -0.4348 -1.7453 0.145
C -2.955843 1.104843 2.057302 0.4792 2.0840 1.2451 -0.592
C -4.200000 0.957358 2.629225 -0.0558 -2.6326 -1.9925 -0.155
C -4.694730 1.859585 3.495257 -2.6324 1.6756 2.2757 -0.964
C -3.952580 2.941098 3.876278 1.6368 1.7231 0.4510 -0.555
C -2.671167 3.075514 3.341673 0.2545 1.0059 1.4295 -0.144
C -2.154083 2.188074 2.442842 -0.6598 -1.6691 -0.5814 -0.071
N 1.364506 2.435971 0.122107 -0.2201 -1.2575 -1.7665 -0.005
H 4.000068 0.430543 -7.159586 -0.1762 0.1917 0.5286 0.372
H 5.420198 2.018633 -5.719793 0.1053 -0.5614 -0.7648 0.363
H 4.594620 3.100420 -3.776567 0.0675 0.0126 0.0654 0.513
H 4.081780 5.437530 -0.718641 0.0964 0.2703 0.4776 0.473
H 4.554448 6.872156 1.079880 0.7838 0.8842 0.7740 0.425
H 3.716813 6.369646 3.550656 -0.0021 -0.1519 -0.6603 0.401
H 2.216578 4.420046 3.782347 -0.0945 0.4475 -0.8748 0.409
H 1.656781 0.006029 -6.415865 -0.2325 -0.3209 -0.2375 0.509
H -2.529123 -0.273585 -5.707734 -0.1142 -0.1120 0.1881 0.558
H -4.934174 -0.627389 -5.923442 -0.3910 -0.4771 -0.0822 0.384
H -6.425691 -0.897708 -3.774935 0.1877 0.1925 -0.9337 0.464
H -5.497895 -0.363006 -1.569307 0.5768 -0.2121 -1.6215 0.459
H -4.749825 0.064128 2.330553 -0.2052 0.3001 0.1709 0.241
H -5.699474 1.882030 3.994235 0.8146 -0.9605 -0.9135 0.328
H -4.216941 3.745424 4.635513 -0.1885 -1.4653 -1.1013 0.312
H -2.091309 3.838900 3.820760 0.6218 0.4492 -0.3897 0.503
Se -1.716737 -1.355268 1.994263 0.1835 -0.5788 0.3372 0.225
P -1.995309 -2.986621 0.484412 0.1326 -0.4063 -1.3001 0.867
Se -0.755015 -3.117863 -1.270196 -0.4177 0.1975 0.6432 -0.279
C -3.786601 -2.944532 0.088158 -0.6221 0.1287 0.8848 0.111
C -4.687626 -2.393485 1.040560 1.9387 -1.3530 -1.7707 -0.210
C -6.011148 -2.268958 0.709212 0.5506 -0.5849 0.8499 -0.860
C -6.490998 -2.868702 -0.442857 -0.5012 0.4093 -0.9942 -0.508
C -5.630314 -3.525704 -1.348539 -1.0812 2.0422 1.1173 -0.695
C -4.291542 -3.444846 -1.115840 1.2390 -0.5540 1.1030 -0.711
C -1.613132 -4.373776 1.599543 1.7814 3.0683 0.2674 0.580
C -2.377695 -5.435981 1.761342 -1.6459 -2.9216 1.8721 -0.441
C -2.122332 -6.371176 2.773144 0.5781 -0.5718 1.1035 -0.691
C -0.993414 -6.245861 3.592859 -0.8486 0.4194 -0.6018 -0.453
C -0.264088 -5.077608 3.495356 0.0874 1.0031 -0.4147 -0.721
C -0.562057 -4.142658 2.491202 0.3696 -1.9182 0.0988 -0.636
H -4.263943 -2.139820 1.988227 -0.2196 0.5152 0.4272 0.858
H -6.506140 -1.781381 1.523830 -1.4144 0.2085 -0.3133 0.429
H -7.519109 -2.678834 -0.760256 0.1349 -0.3749 0.3094 0.327
H -5.982302 -3.761227 -2.319960 -0.3990 -0.7166 -0.5873 0.455
H -3.606178 -3.875168 -1.801820 0.6146 -0.1202 -0.7112 0.497
H -3.271128 -5.538125 1.244431 -1.5544 -0.2055 -1.1495 0.566
H -2.796599 -7.159858 3.158430 0.0906 0.3761 -1.2966 0.299
H -0.757948 -7.037823 4.286170 -0.0250 0.1618 0.3439 0.414
H 0.469640 -4.785459 4.234099 0.4129 -0.3615 -0.1771 0.403
H 0.168899 -3.426225 2.239558 0.5517 1.2843 0.2551 0.653
O 5.490274 1.672975 -0.440119 -0.5456 -2.3075 0.2025 -0.640
S 5.140825 0.242305 -0.253561 2.4197 2.0160 -2.6134 1.009
O 5.373486 -0.665472 -1.380200 -0.3253 1.0127 1.2732 -0.687
N 3.610149 0.140872 0.236983 0.0422 0.1251 -0.6180 -0.041
C 3.568580 -0.307252 1.438905 -0.3180 -0.9785 2.9717 0.679
S 2.118928 -0.642989 2.294906 0.3565 0.3370 -0.6642 -0.469
C 4.936533 -0.585849 2.113879 -0.4920 -0.8828 -0.1143 -0.307
C 5.203736 -1.186150 3.338113 1.7323 0.3910 -0.2385 -0.479
C 6.560407 -1.541499 3.627875 -0.4644 -0.0496 -1.6246 -0.645
C 7.556363 -1.229419 2.683222 -0.6010 0.4797 -0.6536 -0.349
C 7.286163 -0.531889 1.425768 1.6853 -1.7516 2.8127 -0.759
C 5.970929 -0.373408 1.205909 -2.0750 1.1752 -0.9314 0.361
H 4.473362 -1.339204 4.090845 -0.8612 -0.2507 0.2614 0.498
H 6.796721 -2.224711 4.461125 -0.1266 0.8194 -0.2843 0.341
H 8.558350 -1.586929 2.880402 0.1323 0.2282 -0.0185 0.356
H 8.144845 -0.261927 0.805505 -0.7163 -0.1215 -0.1443 0.436
```
Forces are in eV/Å.

Results
Energy relative to the best compared isomer or geometry (same formula, charge and spin), eV: 2.9894
HOMO, eV: -7.85
Calculated total energy, hartree: -8738.2224

=====

Record 2
DFT (the ωB97M-V functional and the def2-TZVPD basis) results for a structure of composition C17H39OP3RuSe.

```
62
Properties=species:S:1:pos:R:3:forces:R:3:mulliken_charge:R:1
Ru -0.073200 -0.065322 0.381797 -2.2365 0.8853 0.2015 -0.132
P 1.547283 -1.173277 1.531942 2.5482 -1.9709 2.1262 0.919
P 0.301114 1.774530 1.608223 0.9958 2.9921 1.4870 1.133
P -1.211385 -1.980219 0.141127 -1.4473 -2.9126 -0.9211 1.062
H -2.927185 2.302705 -0.223619 0.3427 -0.9383 0.6140 0.443
C -2.693465 1.210523 -0.130468 0.7772 -0.5226 0.6592 -0.350
C -2.578901 0.588186 1.277372 -0.9586 0.7036 -1.2800 -0.744
H -2.572589 1.267225 2.135874 0.6518 -0.1252 -0.2768 0.469
C 2.955544 -1.315662 0.370070 -0.5036 0.4390 -0.7057 -1.322
C 2.484948 -0.606456 3.026936 -0.5377 0.7441 -0.1630 -1.548
C 1.507989 -2.921404 2.148296 -0.7723 0.0866 -0.4321 -1.552
C -0.708274 3.282480 1.357910 -0.2713 -0.3618 -0.4125 -1.214
C 0.585254 2.023036 3.403403 -0.1888 -0.7549 -0.0540 -1.372
C 1.876870 2.210061 0.769460 -0.1406 -0.2496 0.0140 -1.095
C -2.820375 -1.982053 -0.732787 0.1459 0.5410 -0.0699 -1.204
C -1.622963 -3.292962 1.346164 0.3644 0.5126 0.4403 -1.338
C -0.106568 -2.746781 -1.108813 0.0772 0.2624 0.1136 -0.842
H -3.333656 0.672390 -0.848867 0.3689 0.0509 0.6187 0.357
H -3.196598 -0.296597 1.516954 0.7646 0.1529 -0.4210 0.529
H 3.752015 -1.812470 0.943500 -0.1729 0.1877 -0.3681 0.646
H 3.268911 -0.322028 0.027619 0.2235 -0.2629 0.1288 0.377
H 2.665585 -1.906654 -0.507037 0.2837 -0.0217 0.2007 0.363
H 3.398617 -1.219259 3.025058 -0.3184 0.2426 0.0293 0.620
H 1.904998 -0.813742 3.936182 0.1726 0.0470 -0.2463 0.417
H 2.751035 0.452783 2.982844 0.1511 -0.2899 0.1480 0.455
H 2.566493 -3.178474 2.303001 -0.3807 0.0462 -0.0584 0.593
H 1.059573 -3.612758 1.429316 0.2649 -0.0134 0.2790 0.474
H 0.971174 -2.968404 3.106100 0.1767 0.0100 -0.2779 0.415
H -0.017003 4.135558 1.437423 -0.3615 -0.1889 0.1218 0.567
H -1.464626 3.321904 2.156233 0.1821 0.2388 -0.4025 0.453
H -1.184746 3.291962 0.370555 0.1834 0.2867 0.3312 0.187
H 1.315612 2.840376 3.507147 -0.2451 -0.2101 0.0346 0.448
H 0.940800 1.117822 3.904592 -0.0622 0.4354 -0.0013 0.304
H -0.378145 2.324273 3.837780 0.3574 -0.0053 0.0273 0.488
H 1.865075 3.304882 0.691023 0.3805 -0.2740 -0.1611 0.590
H 1.878589 1.738768 -0.234349 0.3640 0.5783 0.4665 0.027
H 2.726419 1.853680 1.368782 -0.1431 0.2232 -0.3702 0.327
H -2.851014 -2.924945 -1.299767 -0.2280 0.2551 0.2830 0.564
H -2.912352 -1.142916 -1.432166 -0.0860 -0.4438 0.0605 0.185
H -3.619722 -1.953350 0.022341 0.0819 -0.0461 -0.4983 0.432
H -1.629002 -4.243343 0.794321 -0.0650 0.1819 0.1816 0.466
H -2.625861 -3.079588 1.737373 0.1959 -0.2064 -0.0824 0.483
H -0.920584 -3.328606 2.181685 -0.2927 -0.1826 -0.1875 0.306
H -0.771111 -3.322476 -1.763367 0.4421 -0.0628 -0.0456 0.558
H 0.641473 -3.383205 -0.619660 -0.1740 0.1093 -0.3532 0.328
H 0.393374 -1.939767 -1.684131 -0.2435 -0.8255 0.0879 -0.162
C 0.917033 0.960094 -3.985954 -1.0054 0.6799 0.1617 0.489
C -0.221498 1.777854 -3.905099 1.0329 -1.0114 1.3942 0.011
C -0.774384 2.388805 -5.017284 -0.4318 0.9408 -2.9048 -0.508
C -0.194692 2.226202 -6.290826 0.2185 -0.2223 0.5284 -0.548
C 0.985421 1.464417 -6.396595 -1.3993 1.2632 -1.4027 -0.401
C 1.543285 0.842541 -5.260578 0.7932 -0.9676 2.1414 -0.211
Se 1.395399 0.206472 -2.329248 0.7101 -0.2621 -0.5035 0.130
H -1.597380 1.096787 -0.489894 -0.6558 0.4446 -0.6624 -0.181
H -0.665024 1.939444 -2.927636 -0.0665 0.0212 -0.1926 0.228
H -1.661337 3.005414 -4.909680 0.0257 -0.0313 -0.0437 0.447
H -0.636984 2.687891 -7.175389 0.1415 -0.0995 0.2725 0.471
H 1.462987 1.373814 -7.381557 -0.0582 -0.1063 0.4740 0.448
H 2.469344 0.277419 -5.337969 -0.0734 0.0343 -0.1538 0.494
O -1.047628 -1.073273 3.824782 -1.6307 0.4413 -1.6129 -0.520
H -1.196655 -0.143286 4.038450 0.4659 0.0826 0.7159 0.277
H -1.917306 -1.211019 3.351106 1.2664 -0.5511 0.9221 0.262
```
Forces are in eV/Å.

Results
Energy relative to the best compared isomer or geometry (same formula, charge and spin), eV: 3.2467
Net charge: +4
HOMO (alpha / beta), eV: -20.53 / -21.86
Spin multiplicity: 5
Calculated total energy, hartree: -4265.0033

=====

Record 3
DFT (the ωB97M-V functional and the def2-TZVPD basis) results for the ion C2H4N4 with charge +2.

```
10
Properties=species:S:1:pos:R:3:forces:R:3:mulliken_charge:R:1
C -1.753282 0.040512 0.052067 -5.6539 -1.7048 2.4377 0.188
C 0.997010 0.335382 0.003203 0.0246 0.1190 0.0343 0.405
N -1.146529 1.256984 -0.274750 3.7368 0.7924 -0.4430 -0.172
N 0.049017 1.129486 -0.052757 -0.3760 0.8389 -0.8418 0.461
N -1.427812 -1.117823 -0.051351 1.8263 -2.1387 -1.9045 -0.358
N 2.212027 0.103048 -0.058868 1.4992 -1.3806 0.5312 -0.103
H -2.673172 0.410801 0.527517 -0.5669 -0.2161 -0.0973 0.428
H -1.816323 -2.136398 -0.068126 0.4766 2.5102 0.6761 0.401
H 2.925367 0.838233 -0.213558 -0.1946 0.1721 0.0096 0.366
H 2.633695 -0.860228 0.136624 -0.7720 1.0076 -0.4023 0.385
```
Forces are in eV/Å.

Results
SMILES string: [H]/N=C/N=[N+]=C=[NH2+]
Energy relative to the best compared isomer or geometry (same formula, charge and spin), eV: 3.4383
Net charge: +2
HOMO (alpha / beta), eV: -20.84 / -20.85
Calculated total energy, hartree: -296.6580